(1)
The following is a DFT calculation (ωB97M-V/def2-TZVPD) of one molecule with the formula C3H7BrN2O at a distorted geometry.

```
14
C3H7BrN2O (ωB97M-V/def2-TZVPD)
C -0.9940 -0.8008 -0.5265
C -0.2138 -0.4246 0.7888
N 1.0075 0.3422 0.6467
Br 2.2480 -0.6099 -0.2769
C 0.6478 1.7400 0.2381
N 1.6754 2.3807 -0.2921
O -0.5006 2.1149 0.3506
H -0.2258 -0.9960 -1.4080
H -1.3538 -1.7697 -0.2362
H -1.8262 -0.2584 -0.8528
H -0.9244 0.2008 1.4736
H 0.0918 -1.3262 1.3798
H 2.5740 1.9155 -0.2778
H 1.4368 3.1250 -0.9260
```

Output
E_HOMO: -9.15 eV
HOMO-LUMO gap: 9.59 eV
structure (SMILES): CCN(Br)C(N)=O
energy above the lowest of the compared OMol25 structures with the same formula, charge and spin: 0.0 kJ/mol
E: -78293.76527 eV
charge: 0
molecular weight: 167.01 g mol⁻¹
lowest unoccupied orbital energy: 0.44 eV

***

(2)
The following is a DFT calculation (ωB97M-V/def2-TZVPD) of one molecule with the formula C8H5F5O at a distorted geometry.

```
19
C8H5F5O (ωB97M-V/def2-TZVPD)
C 1.6718 -0.9574 -0.9635
C 1.5218 -0.8050 0.4863
O 0.8130 -1.8052 1.1311
C 0.7810 0.5022 0.7241
C 1.4274 1.5510 1.3786
F 2.7460 1.5979 1.5994
C 0.5818 2.6565 1.7685
F 1.1829 3.7973 2.3990
C -0.8178 2.5628 1.5153
F -1.6693 3.5745 1.8882
C -1.4409 1.5294 0.7244
F -2.6970 1.5108 0.1599
C -0.6018 0.5161 0.2724
F -1.1225 -0.5809 -0.4035
H 2.1310 -1.9221 -1.2912
H 0.7640 -0.8501 -1.5012
H 2.3226 -0.2320 -1.5085
H 2.5252 -0.7419 0.8827
H -0.0645 -1.8495 0.7923
```

Output
E_HOMO: -10.02 eV
HOMO-LUMO gap: 10.04 eV
structure (SMILES): C[C@H](O)c1c(F)c(F)c(F)c(F)c1F
E: -24009.43246 eV
charge: 0
molecular weight: 212.12 g mol⁻¹
lowest unoccupied orbital energy: 0.02 eV

***

(3)
The following is a DFT calculation (ωB97M-V/def2-TZVPD) of a 3-piece molecular cluster, C20H49B3NO4P overall at a distorted geometry.

```
78
C20H49B3NO4P (ωB97M-V/def2-TZVPD)
C -1.4731 -0.6532 -2.1961
O -1.6101 -0.3396 -0.7631
C -2.8797 -0.9104 -0.2144
C -2.7965 -2.5280 0.0714
C -1.5608 -2.7960 1.1368
C -2.0709 -3.1472 2.6556
C -1.1944 -2.4650 3.8602
C 0.4297 -2.4863 3.6419
C 0.9846 -0.9665 3.9555
B 2.0859 -0.4007 2.8732
O 1.7225 0.8343 2.1236
B 2.3875 0.6782 0.8150
O 3.8878 0.6097 0.8354
B 4.1775 -0.6227 1.6176
P 5.7758 -1.5970 1.0420
N 5.3723 -2.4997 -0.2456
O 3.3719 -1.1245 2.7529
H -0.4698 -1.2270 -2.3796
H -2.3572 -1.3093 -2.6084
H -1.4243 0.3662 -2.7735
H -3.8129 -0.6493 -0.8995
H -3.0821 -0.3875 0.8292
H -2.5298 -3.0377 -0.9580
H -3.7878 -3.0098 0.4669
H -1.0104 -3.7779 0.7389
H -0.7331 -1.9368 1.1081
H -2.2272 -4.3227 2.7749
H -3.1705 -2.6903 2.7469
H -1.4105 -3.1159 4.8372
H -1.6560 -1.4103 4.0741
H 0.7931 -2.9376 2.6257
H 0.8986 -3.1811 4.4917
H 0.1252 -0.1539 4.0385
H 1.5319 -0.9613 5.0161
H 1.7363 0.5832 -0.1678
H 6.3308 -2.3718 2.1512
H 6.7564 -0.5784 0.7350
H 5.6126 -3.4927 -0.0318
C 6.7151 -0.1956 -5.7342
C 6.8781 1.1063 -4.9653
C 7.5210 0.9197 -3.5893
C 6.7261 0.0540 -2.6043
C 5.3016 0.5333 -2.3113
C 5.2519 1.9037 -1.6542
H 6.0450 -0.8888 -5.2176
H 6.2884 0.0025 -6.7229
H 7.6818 -0.6890 -5.8756
H 5.9066 1.6028 -4.8716
H 7.5115 1.7806 -5.5547
H 7.6947 1.9073 -3.1464
H 8.5136 0.4709 -3.7184
H 7.2845 0.0035 -1.6609
H 6.6798 -0.9748 -2.9797
H 4.8236 -0.1912 -1.6416
H 4.7042 0.5433 -3.2289
H 5.8084 1.9048 -0.7112
H 4.2142 2.1774 -1.4341
H 5.6684 2.6791 -2.3032
C -8.2601 4.3596 0.7945
C -6.9950 3.7999 1.4261
C -6.1665 2.9445 0.4651
C -6.8610 1.6801 -0.0549
C -7.3429 0.7056 1.0236
C -6.2127 0.1339 1.8651
H -8.9444 3.5636 0.4869
H -8.7905 4.9931 1.5129
H -8.0215 4.9694 -0.0826
H -7.2533 3.2287 2.3240
H -6.3752 4.6393 1.7644
H -5.2298 2.6661 0.9619
H -5.8771 3.5576 -0.3974
H -6.1665 1.1549 -0.7229
H -7.7167 1.9651 -0.6777
H -7.8647 -0.1239 0.5321
H -8.0789 1.1882 1.6749
H -5.4855 -0.3912 1.2372
H -6.6109 -0.5826 2.5919
H -5.6886 0.9148 2.4231
```

Output
E_HOMO: -8.51 eV
HOMO-LUMO gap: 8.70 eV
structure (SMILES): COCCCCCCCB1OBOB([PH2]=N)O1.CCCCCC.CCCCCC
E: -42533.40526 eV
charge: 0
molecular weight: 431.02 g mol⁻¹
lowest unoccupied orbital energy: 0.19 eV

***

(4)
The following is a DFT calculation (ωB97M-V/def2-TZVPD) of C16H29ClN4O5PPtS as an isolated structure.

```
58
C16H29ClN4O5PPtS (ωB97M-V/def2-TZVPD)
Pt 0.4076 0.0208 -0.6971
O 2.1631 3.5001 -1.4380
Cl 0.8493 3.1572 -1.0366
O 0.1770 4.2135 -0.3636
O 0.0718 2.6077 -2.1014
O 0.9666 2.0244 -0.0070
C -1.6342 -1.7977 3.6484
N -1.2156 -0.4231 3.4232
C -1.7870 0.7171 4.1493
C -1.0729 1.9272 3.5146
N -0.1428 1.2895 2.5814
C -0.3153 -0.0297 2.5329
S 0.5344 -1.1144 1.5064
H -2.3105 -1.8104 4.4994
H -0.7773 -2.4299 3.8729
H -2.1484 -2.1950 2.7731
H -1.5844 0.6278 5.2161
H -2.8673 0.7437 4.0037
H -0.5302 2.5138 4.2524
H -1.7612 2.5878 2.9874
H 0.3250 1.7862 1.8337
N -6.1183 -1.3280 -0.9836
C -4.7747 -1.4733 -1.0051
O -4.2252 -2.5165 -1.2936
C -3.9416 -0.2703 -0.6299
C -4.4175 0.9610 -0.2041
C -3.5136 1.9646 0.1097
C -2.1617 1.7156 -0.0168
N -1.6966 0.5287 -0.4318
C -2.5694 -0.4378 -0.7275
H -6.6732 -2.1163 -1.2727
H -6.5788 -0.4509 -0.8346
H -5.4771 1.1587 -0.1064
H -3.8487 2.9393 0.4352
H -1.4232 2.4771 0.1923
H -2.1814 -1.3935 -1.0544
C 3.4423 -3.5094 -1.7203
C 2.2255 -2.6898 -1.2926
P 2.4118 -0.8750 -1.3878
C 2.8731 -0.5568 -3.1184
C 2.9045 0.9083 -3.5462
C 3.8446 -0.5126 -0.3285
C 4.1632 0.9608 -0.0820
H 3.2273 -4.5725 -1.6172
H 4.3145 -3.2909 -1.1041
H 3.7053 -3.3288 -2.7624
H 1.9541 -2.9207 -0.2591
H 1.3557 -2.9427 -1.9047
H 2.1502 -1.1136 -3.7216
H 3.8445 -1.0334 -3.2741
H 1.9464 1.3962 -3.3734
H 3.1244 0.9709 -4.6115
H 3.6686 1.4743 -3.0166
H 4.7007 -1.0214 -0.7792
H 3.6352 -1.0240 0.6153
H 4.5580 1.4446 -0.9738
H 4.9187 1.0435 0.6990
H 3.2846 1.5183 0.2310
```

Output
E_HOMO (alpha / beta): -10.93 / -12.12 eV
HOMO-LUMO gap (alpha / beta): 8.00 / 7.51 eV
2S+1: 3
energy above the lowest of the compared OMol25 structures with the same formula, charge and spin: 0.0 kJ/mol
E: -69142.27470 eV
charge: +1
molecular weight: 651.00 g mol⁻¹
lowest unoccupied orbital energy (alpha / beta): -2.93 / -4.61 eV

***

(5)
The following is a DFT calculation (ωB97M-V/def2-TZVPD) of C46H45MnNO5 as an isolated structure.

```
98
C46H45MnNO5 (ωB97M-V/def2-TZVPD)
Mn -0.4608 -0.4573 -0.0462
O -0.4164 0.1242 -1.8022
C 0.4954 -0.0286 -2.8290
C 1.5190 -1.1324 -2.4659
C 2.3155 -0.7836 -1.2500
C 3.6974 -0.7080 -1.3150
C 4.4188 -0.4284 -0.1676
C 3.7315 -0.2150 1.0112
C 2.3420 -0.2698 1.0207
C 1.6027 0.0956 2.2712
C 0.4405 -0.8409 2.7299
O -0.4031 -1.1208 1.6723
C 0.9340 -2.1804 3.3037
C 2.0073 -2.8657 2.7400
C 2.3764 -4.1202 3.2036
C 1.6735 -4.7189 4.2376
C 0.5933 -4.0551 4.7984
C 0.2282 -2.8001 4.3326
C -0.3014 -0.0229 3.7983
C 0.3163 0.3258 4.9972
C -0.3385 1.1251 5.9207
C -1.6222 1.5869 5.6581
C -2.2449 1.2349 4.4714
C -1.5868 0.4329 3.5472
N 1.6568 -0.5669 -0.0975
C -0.2872 -0.4190 -4.1018
C -1.0229 0.5577 -4.7695
C -1.8085 0.2394 -5.8651
C -1.8753 -1.0690 -6.3236
C -1.1479 -2.0501 -5.6704
C -0.3639 -1.7270 -4.5698
C 1.2415 1.2898 -3.0867
C 2.3335 1.3639 -3.9461
C 2.9554 2.5786 -4.1962
C 2.4905 3.7385 -3.5944
C 1.4026 3.6732 -2.7353
C 0.7866 2.4563 -2.4823
H 2.1856 -1.3252 -3.3034
H 0.9575 -2.0379 -2.2440
H 4.1904 -0.8654 -2.2636
H 5.4992 -0.3721 -0.1954
H 4.2545 -0.0033 1.9330
H 1.1284 1.0614 2.0763
H 2.3153 0.2227 3.0840
H 2.5632 -2.4301 1.9222
H 3.2112 -4.6408 2.7501
H 1.9650 -5.6978 4.5965
H 0.0315 -4.5114 5.6037
H -0.6292 -2.3024 4.7659
H 1.3093 -0.0466 5.2239
H 0.1532 1.3858 6.8497
H -2.1295 2.2166 6.3779
H -3.2471 1.5867 4.2591
H -2.0599 0.1535 2.6155
H -0.9844 1.5834 -4.4256
H -2.3683 1.0176 -6.3687
H -2.4908 -1.3222 -7.1770
H -1.1885 -3.0760 -6.0150
H 0.1857 -2.5257 -4.0897
H 2.6966 0.4726 -4.4454
H 3.8030 2.6166 -4.8694
H 2.9682 4.6888 -3.7971
H 1.0303 4.5756 -2.2651
H -0.0551 2.3902 -1.8092
C -0.0579 6.4218 0.7594
O -1.4127 6.1063 0.4935
C -1.7482 4.8007 0.4240
C -3.1193 4.5490 0.1729
C -3.5474 3.2629 0.0779
C -2.6688 2.1562 0.2021
C -3.1425 0.8176 0.0900
C -4.6166 0.5036 0.0368
O -2.4108 -0.2002 0.0245
C -1.2748 2.4124 0.4543
O -0.4037 1.4937 0.5793
C -0.8606 3.7676 0.5774
H 0.0049 7.5063 0.7588
H 0.6037 6.0180 -0.0109
H 0.2526 6.0400 1.7349
H -3.7906 5.3896 0.0681
H -4.5946 3.0866 -0.1240
H -5.2455 1.2858 0.4474
H -4.7802 -0.4225 0.5852
H -4.8965 0.3232 -1.0032
H 0.1877 3.9366 0.7783
C 0.1448 -4.5475 -1.3681
C -0.0667 -3.5321 -0.2389
C -0.6386 -4.2320 0.9945
C -0.9840 -2.3931 -0.6849
H 0.6878 -5.4169 -0.9927
H 0.7170 -4.1317 -2.2000
H -0.8190 -4.8856 -1.7560
H 0.9130 -3.1299 0.0449
H -1.5409 -4.7893 0.7270
H -0.8915 -3.4984 1.7595
H 0.0844 -4.9333 1.4159
H -1.0833 -2.3197 -1.7677
H -1.9755 -2.5031 -0.2490
```

Output
E_HOMO (alpha / beta): -7.88 / -7.88 eV
HOMO-LUMO gap (alpha / beta): 7.38 / 7.98 eV
2S+1: 4
energy above the lowest of the compared OMol25 structures with the same formula, charge and spin: 35.3 kJ/mol
E: -91481.68441 eV
charge: 0
molecular weight: 746.81 g mol⁻¹
lowest unoccupied orbital energy (alpha / beta): -0.50 / 0.10 eV

***

(6)
The following is a DFT calculation (ωB97M-V/def2-TZVPD) of one molecule with the formula C4H9NOSi at a distorted geometry.

```
16
C4H9NOSi (ωB97M-V/def2-TZVPD)
C 0.6103 -2.3734 -1.0542
C 0.8320 -1.1427 -0.2172
C -0.0380 -0.1650 -0.3624
N -0.0409 1.0924 0.2888
C 0.5643 1.2887 1.5899
Si -1.7583 2.1032 -0.0769
O -2.6693 3.3666 -0.0425
H 1.4352 -3.1686 -1.0638
H 0.3264 -2.0765 -2.1601
H -0.3446 -2.8961 -0.8817
H 1.4662 -1.1957 0.6022
H -0.6449 -0.1115 -1.1995
H 0.1912 0.6663 2.4016
H 1.6252 1.1373 1.5249
H 0.4484 2.2298 1.8622
H -2.0032 1.2453 -1.2112
```

Output
E_HOMO: -8.43 eV
HOMO-LUMO gap: 7.69 eV
structure (SMILES): C/C=C/N(C)[SiH]=O
energy above the lowest of the compared OMol25 structures with the same formula, charge and spin: 374.3 kJ/mol
E: -15706.73140 eV
charge: 0
molecular weight: 115.21 g mol⁻¹
lowest unoccupied orbital energy: -0.75 eV

***

(7)
The following is a DFT calculation (ωB97M-V/def2-TZVPD) of C16H31NP2SeSn as an isolated structure at a distorted geometry.

```
52
C16H31NP2SeSn (ωB97M-V/def2-TZVPD)
P 0.7411 -1.7874 -1.9668
P 0.6871 2.1920 -1.4105
C 1.0929 -0.3118 -3.0101
C 1.6783 1.0234 -2.3482
H 0.1756 -0.0113 -3.5512
H 1.8350 -0.6048 -3.7695
H 2.5094 0.8461 -1.6201
H 2.1266 1.6087 -3.1777
C -0.8697 2.5675 -2.2598
H -1.4020 3.3454 -1.6839
H -1.5137 1.6879 -2.4097
H -0.6437 2.9940 -3.2440
C 1.5644 3.7054 -1.0174
H 1.2816 4.5257 -1.7243
H 2.6630 3.5087 -1.0496
H 1.2555 4.0043 0.0096
C 0.1428 -3.1850 -2.9679
H 0.1353 -4.0643 -2.3093
H 0.7989 -3.4369 -3.8067
H -0.9006 -3.0719 -3.3090
C 2.5511 -2.4178 -2.1028
H 3.3019 -1.6426 -1.8899
H 2.7915 -2.7525 -3.1351
H 2.7456 -3.2823 -1.4500
Sn -1.7781 -0.9122 -4.3736
C -0.4048 1.1832 -5.4874
C -1.8113 1.1218 -5.4240
C -2.6236 0.5167 -6.5680
C -2.1611 -0.8215 -7.1655
C -1.3803 -1.7978 -6.3117
C -0.0463 -1.6148 -5.8435
C 0.8616 -0.7116 -6.5767
C 0.3633 0.7324 -6.6570
C -0.9611 -1.3877 -1.3115
H 0.1303 1.8353 -4.7932
H -2.3461 1.8867 -4.8101
H -2.6934 1.2500 -7.3929
H -3.6472 0.3957 -6.1637
H -3.1068 -1.3365 -7.4506
H -1.6110 -0.6365 -8.1092
H -1.8580 -2.7989 -6.2757
H 0.4796 -2.4351 -5.3564
H 0.9862 -1.0844 -7.6062
H 1.8790 -0.7349 -6.1560
H 1.2305 1.3939 -6.7915
H -0.2731 0.8738 -7.5346
H -1.0611 -0.3736 -0.8835
H -1.4332 -2.1458 -0.6820
H -1.6659 -1.4298 -2.1799
Se -0.2505 1.1300 2.7628
C 0.1040 1.2255 1.1103
N 0.3305 1.2356 -0.0796
```

Output
E_HOMO (alpha / beta): -4.00 / -5.40 eV
HOMO-LUMO gap (alpha / beta): 3.60 / 5.01 eV
E: -108330.20709 eV
charge: 0
molecular weight: 497.05 g mol⁻¹
lowest unoccupied orbital energy (alpha / beta): -0.40 / -0.39 eV

***

(8)
The following is a DFT calculation (ωB97M-V/def2-TZVPD) of C16H45DyI2OP2Si4 as an isolated structure at a distorted geometry.

```
71
C16H45DyI2OP2Si4 (ωB97M-V/def2-TZVPD)
I 0.3675 -1.0453 -7.1149
I -0.2959 1.4462 -6.2943
Dy 0.0580 -0.7835 -2.1283
P -2.5592 -0.3784 -2.5918
C -3.5096 1.1502 -2.1353
C -3.0822 -0.9402 -4.2283
H -4.1581 -1.1454 -4.3201
H -4.1928 -1.9522 -1.5168
H -2.5815 -1.8770 -4.5133
H -2.6143 -2.6815 -1.6888
H -3.2261 1.9451 -2.8332
H -2.7892 -0.2500 -5.0311
C -3.1181 -1.7242 -1.4777
H -4.5975 1.0605 -2.1729
H -2.9190 -1.5808 -0.4020
H -3.2543 1.5381 -1.1438
P 2.6772 -0.2821 -2.5833
C 3.5878 1.2643 -2.1159
C 3.3064 -1.5774 -1.4629
H 2.7554 -1.7820 -4.5049
H 4.3107 -1.0038 -4.3063
H 2.9185 -0.1600 -5.0216
C 3.2284 -0.8335 -4.2133
H 2.8378 -2.5553 -1.6513
H 4.3873 -1.7758 -1.5100
H 4.6782 1.1912 -2.1611
H 3.3288 1.6423 -1.1193
H 3.1153 -1.4007 -0.3923
H 3.2883 2.0567 -2.8110
C -0.0324 1.5502 -2.2597
O -0.0962 2.6950 -2.4283
C -3.6003 0.2583 1.3997
Si -1.9670 -0.5114 2.0163
C -1.9811 0.0666 3.8338
C -2.1132 -2.4165 2.0454
Si -0.0792 -0.0527 0.6559
Si 0.3199 2.1181 1.4953
C 0.6578 2.2711 3.3810
C 1.8623 2.9689 0.7448
C -1.2368 3.1792 1.1453
Si 1.5191 -1.1395 2.0250
C 1.1513 -1.2701 3.8924
C 1.6389 -2.9572 1.4496
C 3.2233 -0.2718 1.9635
H -4.4070 -0.0948 2.0659
H -3.8876 -0.0170 0.3785
H -3.6195 1.3576 1.4554
H -2.8853 -0.3943 4.2713
H -1.1317 -0.2617 4.4454
H -2.0795 1.1539 3.9859
H -2.1805 -2.8989 1.0583
H -1.3015 -2.9324 2.5889
H -3.0520 -2.6574 2.5757
H 1.5888 1.8111 3.7493
H 0.7576 3.3564 3.5580
H -0.1493 1.9210 4.0388
H 1.7994 3.1447 -0.3410
H 1.9388 3.9744 1.2039
H 2.8418 2.4917 0.9281
H -1.5296 3.2306 0.0824
H -2.1590 2.9383 1.7068
H -0.9663 4.2159 1.4218
H 0.2654 -1.8671 4.1656
H 2.0271 -1.7945 4.3216
H 1.0593 -0.3179 4.4384
H 1.9094 -3.1182 0.3951
H 2.4135 -3.4688 2.0476
H 0.6981 -3.5028 1.6216
H 3.6273 -0.1109 0.9547
H 3.2560 0.7032 2.4806
H 3.9521 -0.9157 2.4871
```

Output
E_HOMO (alpha / beta): -13.85 / -13.98 eV
HOMO-LUMO gap (alpha / beta): 5.67 / 7.01 eV
2S+1: 6
E: -109728.96476 eV
charge: +2
molecular weight: 844.14 g mol⁻¹
lowest unoccupied orbital energy (alpha / beta): -8.18 / -6.97 eV

***

(9)
The following is a DFT calculation (ωB97M-V/def2-TZVPD) of a 13-piece molecular cluster, C3H34NO15 overall at a distorted geometry.

```
53
C3H34NO15 (ωB97M-V/def2-TZVPD)
O 2.2418 -0.3808 0.6951
C 1.1515 -0.1929 -0.1203
O 1.3141 -0.8686 -1.3025
C -0.2833 -0.5405 0.4657
C -0.2225 -1.3338 1.7523
N -1.1192 0.6883 0.6568
H 2.2085 -1.3017 -1.2336
H -0.7413 -1.0961 -0.3446
H -0.1400 -2.4172 1.5960
H 0.7342 -1.2357 2.2797
H -0.9757 -1.0952 2.4996
H -0.6630 1.4357 1.1881
H -1.9625 0.3342 1.1462
H -1.2752 1.1013 -0.2778
H 4.3376 -0.9443 -1.2954
H 4.1021 -2.0317 -0.4156
O 3.8922 -1.8041 -1.3371
H 2.1220 0.2415 1.4346
H 2.5123 1.5268 3.4202
O 1.8364 1.1341 2.8603
H -3.2421 -1.4449 1.6448
H -3.8886 -0.8806 0.3686
O -3.4658 -0.6228 1.1983
H -2.3686 2.9439 2.3061
H -1.2216 3.9179 2.1867
O -1.6728 3.2225 1.7035
H 1.5828 1.8365 2.2203
H 1.3876 3.1142 0.5357
O 1.7194 3.4115 1.3942
H 3.7733 1.2816 -2.4358
H 2.7813 2.1319 -3.4922
O 2.9441 1.6771 -2.6704
H -2.1802 -2.3440 -1.1566
H -2.3259 -1.1771 -2.2419
O -2.7534 -1.6196 -1.4912
H 0.5314 -2.4528 -1.9787
H 1.0234 -3.8120 -1.2950
O 0.7406 -3.3915 -2.1080
H -2.7214 1.4443 -2.3685
H -1.4076 2.2425 -2.1024
O -2.1561 1.8087 -1.6822
H -0.3847 -0.5212 -3.8340
H -1.7599 -0.7448 -4.3831
O -1.3123 -0.4747 -3.5708
H 1.5782 1.4228 -1.1734
H 1.3429 4.2832 1.5411
O 1.0646 1.2540 -0.3612
H -1.1797 -4.0397 -1.3958
H -2.2346 -4.0023 -0.2114
O -1.3658 -3.7060 -0.5056
H -0.0691 0.9828 3.4947
H -1.0263 1.4357 4.5607
O -0.8032 1.6038 3.6357
```

Output
E_HOMO: -13.38 eV
HOMO-LUMO gap: 10.93 eV
energy above the lowest of the compared OMol25 structures with the same formula, charge and spin: 23.9 kJ/mol
E: -35861.28418 eV
charge: +1
molecular weight: 324.30 g mol⁻¹
lowest unoccupied orbital energy: -2.45 eV